The following is a quantum chemistry calculation of a molecular structure, C30H24F10N7O5Zr, from the Open Molecules 2025 dataset.

Geometry as XYZ:
```
77
Properties=species:S:1:pos:R:3:forces:R:3
Zr 0.468 0.254 0.400 -0.6506 -0.4533 -0.5710
C -1.567 -2.515 -0.343 0.0000 -0.0331 0.0337
N -1.665 -1.189 0.290 0.1614 0.0112 0.0328
C -2.645 -0.374 -0.460 0.0015 -0.0353 -0.0264
C -2.552 1.084 -0.062 -0.0684 -0.0810 -0.0332
N -1.159 1.503 -0.184 0.1112 0.1055 0.3607
C -0.942 2.822 -0.576 0.1235 -0.1179 0.0135
C 0.199 3.128 -1.317 0.0108 0.0931 -0.0118
F 1.060 2.106 -1.614 -0.0648 0.0234 0.0207
C 0.551 4.397 -1.720 -0.1295 0.0415 0.0729
F 1.677 4.595 -2.399 0.0289 0.0117 -0.0320
C -0.285 5.457 -1.405 0.0491 -0.1121 -0.0067
F 0.020 6.691 -1.786 0.0019 0.0290 -0.0092
C -1.432 5.207 -0.672 0.0377 -0.0733 -0.0154
F -2.230 6.212 -0.337 -0.0250 0.0315 0.0059
C -1.741 3.920 -0.256 0.0144 0.0462 -0.0255
F -2.826 3.764 0.515 -0.0013 -0.0255 0.0102
C -2.136 -1.371 1.683 -0.0243 -0.0384 0.0173
C -0.942 -1.545 2.597 -0.0111 -0.0056 -0.0273
N 0.044 -0.497 2.315 -0.0330 0.4591 -0.0198
C 0.286 0.392 3.399 -0.0845 -0.2195 -0.3048
C -0.729 1.128 4.006 0.0985 0.1472 0.1863
F -1.999 0.981 3.604 0.0116 -0.0447 -0.0682
C -0.475 2.049 5.008 0.1079 -0.0721 -0.0625
F -1.475 2.729 5.552 -0.0109 0.0305 0.0333
C 0.830 2.272 5.423 -0.0608 -0.0826 -0.0960
F 1.091 3.156 6.373 -0.0085 0.0209 0.0297
C 1.860 1.559 4.831 0.0226 -0.0363 -0.0372
F 3.117 1.762 5.214 -0.0064 0.0008 -0.0007
C 1.576 0.633 3.842 0.1309 0.1002 0.2184
F 2.601 -0.026 3.276 0.0208 -0.0180 -0.0400
H -2.560 -2.969 -0.427 0.0159 0.0010 -0.0035
H -1.135 -2.435 -1.337 -0.0091 -0.0058 0.0005
H -0.941 -3.174 0.258 0.0014 0.0068 -0.0066
H -2.408 -0.482 -1.518 -0.0194 0.0298 0.0027
H -3.655 -0.772 -0.302 0.0043 0.0300 0.0164
H -3.199 1.662 -0.728 0.0257 -0.0258 -0.0327
H -2.942 1.243 0.948 0.0110 -0.0032 -0.0313
H -2.688 -0.486 1.980 0.0314 0.0151 0.0309
H -2.816 -2.229 1.735 -0.0015 0.0272 0.0213
H -1.258 -1.510 3.641 -0.0238 0.0102 -0.0258
H -0.503 -2.537 2.449 0.0249 0.0128 -0.0155
O 5.222 4.122 0.525 -0.1489 -0.1093 -0.0015
C 5.664 2.931 0.145 -0.0414 0.0985 -0.0058
O 6.800 2.734 -0.187 0.0136 -0.0164 0.0246
C 4.686 1.798 0.122 0.0361 -0.1279 0.0053
C 5.047 0.510 -0.228 -0.0318 0.0166 0.0115
N 3.941 -0.246 -0.177 -0.0732 0.0977 0.0208
N 2.870 0.465 0.203 -0.0064 -0.1379 0.0186
C 3.317 1.699 0.399 0.0508 0.0165 0.0100
C 2.298 2.641 0.931 -0.1710 0.0213 0.1217
O 2.523 3.812 1.135 0.1453 -0.0176 -0.0446
O 1.164 2.033 1.156 -0.0084 0.2882 0.1017
H 4.262 4.121 0.749 0.0782 -0.0052 0.0151
H 6.013 0.111 -0.491 0.0194 0.0232 -0.0077
H 3.850 -1.244 -0.271 0.0310 -0.0204 0.0041
C -0.807 -0.189 -3.838 0.0474 -0.0162 0.0154
C 0.173 -0.794 -2.884 0.0693 -0.0498 0.0709
O 0.249 -0.447 -1.698 0.2401 0.0584 0.0451
N 1.012 -1.739 -3.310 -0.1067 0.0871 -0.0095
C 2.138 -2.107 -2.460 0.1056 -0.0230 -0.0614
C 1.819 -2.892 -1.199 -0.0177 -0.0570 0.0127
C 1.820 -4.276 -1.260 -0.0095 0.0087 -0.0039
C 1.709 -5.019 -0.092 0.0023 0.0304 0.0238
C 1.652 -4.344 1.112 -0.0022 0.0524 -0.0114
C 1.642 -2.958 1.091 0.0112 -0.0213 0.1186
N 1.679 -2.233 -0.030 0.0103 0.0701 -0.0741
H -1.478 0.468 -3.292 -0.0158 0.0041 -0.0215
H -1.371 -0.960 -4.363 -0.0190 0.0070 -0.0003
H -0.267 0.401 -4.580 0.0032 -0.0003 -0.0074
H 1.023 -1.987 -4.286 0.0107 -0.0392 0.0076
H 2.672 -1.194 -2.192 -0.0403 -0.0061 0.0217
H 2.805 -2.712 -3.070 -0.0022 0.0128 0.0157
H 1.939 -4.769 -2.215 -0.0040 -0.0062 -0.0075
H 1.705 -6.100 -0.127 0.0001 -0.0091 0.0001
H 1.613 -4.864 2.059 0.0058 -0.0287 -0.0056
H 1.597 -2.384 2.009 0.0035 -0.0023 -0.0070
```
Positions in Å, forces in eV/Å.

The calculation puts the energy above the lowest of the compared OMol25 structures with the same formula, charge and spin at 19.8 kJ/mol. As for the gap between HOMO and LUMO: 7.33 eV. The value obtained for the LUMO energy is -0.12032 Eh. The charge is +1. The value obtained for the HOMO energy is -10.61 eV. The spin multiplicity is 1.

Here are the Löwdin charges for atoms 1 to 6, given in e: 1.906 -0.058 -0.258 -0.173 -0.202 -0.146

The following is a quantum chemistry calculation of a molecular structure, C11H10BrCdF3 at a distorted geometry, from the Open Molecules 2025 dataset.

Geometry as XYZ:
```
26
Properties=species:S:1:pos:R:3:forces:R:3
C -2.110 -0.660 0.922 -0.8184 0.5656 0.9010
C -1.903 -1.168 2.248 -1.8151 1.0501 0.0514
C -1.937 -0.052 3.161 -2.0765 -0.4386 -0.6645
H -1.705 -2.199 2.515 -0.0701 0.2726 -0.1053
C -2.144 1.146 2.392 0.1744 -0.7265 0.5085
C -2.223 0.770 1.010 -0.6794 -0.8080 -0.3698
H -2.321 1.452 0.169 -0.0111 -0.1943 0.1869
H -2.092 -1.250 0.010 0.1054 0.2615 0.2009
H -1.799 -0.100 4.237 0.0510 0.0412 -0.3574
H -2.169 2.156 2.790 -0.1259 -0.1586 -0.0927
Cd -0.026 0.257 1.778 1.7952 0.5231 0.3057
Br 1.073 -0.682 -0.116 1.2667 -0.4425 -1.5961
C 2.641 0.873 -3.157 -0.9781 -0.4567 -0.7123
C 1.534 1.669 -3.592 0.1310 -1.2179 -0.1281
C 0.536 0.787 -4.116 1.0711 -0.3234 0.3797
H 1.465 2.747 -3.538 -0.0295 0.0894 0.0539
C 1.027 -0.552 -4.005 0.6924 1.0206 0.2300
C 2.327 -0.498 -3.412 -0.6515 1.0507 -0.4973
H 2.962 -1.346 -3.196 -0.0064 -0.0496 0.1047
H 3.555 1.244 -2.714 0.0207 0.0151 0.1079
H -0.420 1.082 -4.529 -0.0926 0.0192 0.0189
H 0.507 -1.448 -4.317 -0.0614 -0.0572 0.0451
F 0.646 -0.027 4.629 0.5478 -0.6341 1.0855
C 0.633 -0.914 3.556 -0.2360 1.3463 -1.4297
F 1.911 -1.223 3.267 1.2260 -0.8021 1.1470
F 0.032 -2.063 4.009 0.5703 0.0541 0.6262
```
Positions in Å, forces in eV/Å.

The calculation puts the energy above the lowest of the compared OMol25 structures with the same formula, charge and spin at 113.3 kJ/mol. As for the gap between HOMO and LUMO: 5.60 eV. The value obtained for the LUMO energy is 0.21023 Eh. The charge is -2. The value obtained for the HOMO energy is 0.12 eV. The spin multiplicity is 1.

Here are the Löwdin charges for atoms 1 to 6, given in e: -0.279 -0.260 -0.295 0.079 -0.256 -0.273

The following is a quantum chemistry calculation of a single C3H7N3O2 molecule at a distorted geometry, from the Open Molecules 2025 dataset.

Geometry as XYZ:
```
15
Properties=species:S:1:pos:R:3:forces:R:3
N 3.247 -0.524 -0.073 1.0243 1.5907 0.6668
C 1.899 -0.354 -0.004 0.7538 0.9059 -0.8478
N 1.416 0.841 -0.048 0.1873 -1.5027 0.2497
N 0.039 0.927 -0.140 -0.8484 0.2089 0.8741
C -0.912 -0.047 0.012 -0.9214 1.2933 -0.9561
O -0.760 -1.252 -0.054 0.3992 0.0128 0.2110
C -2.379 0.524 0.022 -0.3914 -0.5233 -1.2093
O -3.271 -0.619 -0.016 1.2193 1.0157 -0.3321
H 3.781 0.316 0.230 -0.3439 -1.1283 -0.4425
H 3.594 -1.410 0.238 0.1920 -0.0863 0.1333
H 1.418 -1.296 -0.089 -1.1463 -0.3468 0.1275
H -0.252 1.862 0.132 -0.0891 -0.3439 -0.3117
H -2.597 1.124 0.897 0.0834 -0.1273 0.5394
H -2.545 1.279 -0.847 0.3323 -1.5693 0.9795
H -2.679 -1.373 -0.259 -0.4511 0.6007 0.3181
```
Positions in Å, forces in eV/Å.

The calculation puts the energy above the lowest of the compared OMol25 structures with the same formula, charge and spin at 248.0 kJ/mol. As for the gap between HOMO and LUMO: 9.53 eV. The value obtained for the LUMO energy is 0.03142 Eh. As for the structure (SMILES): N/C=N/NC(=O)CO. The charge is 0. The value obtained for the HOMO energy is -8.68 eV. The spin multiplicity is 1.

Here are the Löwdin charges for atoms 1 to 6, given in e: 0.071 -0.268 0.044 0.011 -0.427 0.046